{"formula": "C34H40Cl3N9O9TeZr", "method": "the ωB97M-V functional and the def2-TZVPD basis", "de_lowest_kcal_mol": 4.5, "homo_ev": -7.24, "homo_lumo_gap_ev": 6.876, "e_tot_ha": -4185.63416, "species": ["Zr", "C", "N", "C", "C", "N", "N", "C", "N", "N", "H", "H", "H", "H", "H", "H", "H", "H", "H", "H", "H", "O", "C", "O", "C", "C", "Cl", "N", "N", "C", "C", "O", "O", "C", "C", "C", "C", "C", "C", "H", "H", "H", "H", "H", "H", "C", "C", "C", "C", "C", "C", "Te", "C", "C", "C", "H", "H", "H", "H", "H", "H", "H", "H", "H", "H", "H", "Cl", "C", "Cl", "C", "O", "O", "H", "C", "C", "C", "C", "C", "C", "O", "N", "C", "O", "N", "C", "O", "H", "H", "H", "H", "H", "H", "H", "H", "H", "H", "H"], "xyz": [[0.0257, 0.0909, 0.1787], [-0.9775, 3.9938, 4.1905], [-0.0962, 3.1268, 3.4271], [1.3352, 3.1741, 3.6952], [-0.5509, 2.2428, 2.5216], [0.1524, 1.2625, 2.0593], [-1.8510, 2.4556, 2.0887], [-2.6345, 1.5550, 1.3990], [-3.9538, 1.8959, 1.3275], [-2.1508, 0.4747, 0.9100], [-1.1348, 4.9588, 3.6987], [-0.5252, 4.1808, 5.1623], [-1.9357, 3.5064, 4.3637], [1.5646, 4.1226, 4.1742], [1.8798, 3.1236, 2.7525], [1.6494, 2.3626, 4.3590], [1.0266, 1.1147, 2.5493], [-2.1664, 3.4109, 2.0974], [-4.2629, 2.7522, 1.7535], [-4.4385, 1.6281, 0.4862], [-2.8673, -0.1590, 0.5739], [-2.5461, -5.6377, 0.2529], [-2.7273, -5.2586, 1.5072], [-3.3107, -5.9431, 2.3084], [-2.2211, -3.9061, 1.8840], [-2.2830, -3.3638, 3.1552], [-2.8969, -3.9726, 4.6122], [-1.7180, -2.1342, 3.1140], [-1.3087, -1.8405, 1.8741], [-1.6032, -2.8823, 1.1259], [-1.2815, -2.7476, -0.3309], [-1.4270, -3.6908, -1.0919], [-0.9323, -1.5554, -0.6795], [-1.6978, -1.1107, 4.1164], [-0.5046, -0.7811, 4.7346], [-0.4916, 0.2636, 5.6486], [-1.6595, 0.9556, 5.9381], [-2.8516, 0.6063, 5.3153], [-2.8736, -0.4322, 4.3965], [-2.0674, -4.9547, -0.2918], [0.3975, -1.3251, 4.4862], [0.4341, 0.5254, 6.1454], [-1.6471, 1.7590, 6.6642], [-3.7662, 1.1354, 5.5501], [-3.7907, -0.7186, 3.8971], [7.7822, -2.1849, -0.4406], [6.3764, -2.0267, 0.0714], [6.0972, -1.2518, 1.1849], [4.7977, -1.0948, 1.6656], [4.5805, -0.2175, 2.8711], [3.7448, -1.7523, 1.0209], [1.7836, -1.6941, 1.8230], [4.0048, -2.5433, -0.1115], [2.9153, -3.2694, -0.8508], [5.3140, -2.6587, -0.5654], [8.4773, -1.5534, 0.1122], [7.8494, -1.9186, -1.4970], [8.1196, -3.2188, -0.3448], [6.9092, -0.7451, 1.6974], [5.5137, 0.2607, 3.1719], [4.1918, -0.7898, 3.7150], [3.8459, 0.5628, 2.6538], [2.1614, -2.5734, -1.2216], [2.3992, -3.9755, -0.1981], [3.3305, -3.8194, -1.6954], [5.5093, -3.2666, -1.4433], [-1.7855, 4.1218, -2.6465], [-1.9552, 2.3743, -2.7641], [-3.6222, 1.8520, -2.3892], [-1.0314, 1.6417, -1.7984], [-0.8944, 2.0838, -0.6291], [-0.4804, 0.5909, -2.1673], [-1.7516, 2.0716, -3.7847], [5.1046, 1.7249, -0.3317], [4.7551, 0.7691, -1.4642], [3.3908, 1.0185, -2.1842], [3.3661, 0.2074, -3.4840], [2.1068, 0.3817, -4.3208], [3.3315, 2.5108, -2.4629], [3.9151, 3.0363, -3.3802], [2.6457, 3.2706, -1.5331], [1.9709, 2.8061, -0.4065], [1.6003, 3.5880, 0.4461], [1.7439, 1.4543, -0.3545], [2.2798, 0.6117, -1.2525], [1.7975, -0.5374, -1.2334], [6.0464, 1.4194, 0.1218], [4.3524, 1.7181, 0.4597], [5.2238, 2.7492, -0.6893], [4.7491, -0.2631, -1.1096], [5.5153, 0.8410, -2.2446], [3.5041, -0.8417, -3.2148], [4.2401, 0.5181, -4.0581], [1.2234, 0.0226, -3.7968], [2.1970, -0.1771, -5.2527], [1.9565, 1.4313, -4.5854], [2.7440, 4.2735, -1.6039]], "forces_ev_per_angstrom": [[-0.139, -0.728, -0.523], [0.009, 0.011, -0.012], [0.000, -0.009, -0.008], [-0.005, -0.009, 0.015], [0.006, 0.014, -0.029], [-0.159, 0.070, 0.226], [0.008, 0.003, 0.004], [0.037, -0.016, 0.014], [0.000, -0.011, 0.032], [-0.226, 0.104, -0.143], [0.000, 0.002, -0.001], [-0.001, -0.001, 0.001], [0.001, 0.006, 0.003], [0.005, 0.006, -0.011], [0.004, 0.006, 0.003], [-0.007, 0.001, 0.004], [0.011, 0.005, -0.022], [-0.016, -0.004, 0.001], [-0.011, 0.004, -0.014], [-0.005, 0.003, 0.007], [0.010, -0.007, -0.025], [0.072, -0.069, 0.071], [-0.259, 0.105, -0.107], [0.097, -0.047, 0.040], [0.050, -0.007, 0.060], [0.047, -0.024, 0.014], [-0.002, -0.001, -0.008], [-0.038, 0.066, -0.021], [0.123, 0.044, 0.010], [0.079, -0.054, 0.024], [-0.215, 0.029, 0.071], [0.098, 0.036, -0.006], [0.204, -0.276, 0.044], [0.019, -0.027, 0.000], [-0.019, -0.001, 0.006], [0.018, -0.020, 0.004], [-0.013, -0.016, 0.001], [0.004, 0.002, -0.005], [0.010, 0.033, -0.002], [-0.025, 0.015, -0.025], [0.007, 0.002, 0.002], [-0.001, 0.000, 0.000], [0.007, -0.003, 0.002], [-0.004, 0.001, 0.005], [-0.002, -0.001, 0.000], [0.012, 0.001, 0.002], [-0.009, -0.031, -0.010], [0.009, 0.024, -0.015], [-0.012, 0.003, 0.036], [0.010, 0.032, -0.043], [-0.001, 0.048, -0.102], [-0.017, 0.174, 0.029], [-0.045, -0.054, -0.005], [-0.074, -0.090, -0.018], [0.030, -0.042, 0.025], [-0.002, 0.000, 0.001], [-0.006, 0.001, -0.003], [-0.002, 0.000, -0.001], [0.003, 0.000, -0.009], [-0.004, -0.021, -0.002], [-0.007, -0.001, -0.001], [-0.002, -0.015, 0.011], [0.146, -0.212, 0.038], [0.040, -0.039, 0.026], [0.008, -0.024, -0.005], [0.000, -0.003, -0.002], [-0.003, 0.013, 0.009], [0.061, -0.068, -0.078], [-0.016, 0.006, -0.007], [0.080, 0.318, 0.279], [0.000, 0.356, -0.048], [-0.105, -0.083, 0.193], [-0.015, -0.011, 0.008], [-0.005, -0.002, 0.025], [-0.019, -0.028, -0.001], [0.017, 0.004, -0.010], [0.041, 0.037, 0.002], [-0.008, 0.021, -0.015], [-0.046, 0.009, 0.057], [0.009, -0.008, -0.022], [-0.023, 0.009, -0.029], [0.046, 0.038, 0.080], [-0.022, -0.014, -0.034], [0.210, 0.007, -0.051], [0.077, 0.077, 0.016], [-0.110, 0.295, -0.067], [0.013, -0.016, -0.006], [-0.012, -0.019, 0.013], [0.010, 0.007, 0.012], [-0.007, 0.091, 0.003], [0.000, 0.010, -0.004], [-0.009, -0.010, 0.010], [-0.008, -0.012, -0.008], [-0.020, -0.009, 0.020], [-0.002, -0.005, 0.005], [0.002, -0.005, 0.003], [0.004, 0.000, -0.007]], "lowdin_charge": [1.68, -0.04, -0.12, -0.02, -0.40, 0.01, 0.18, -0.49, 0.18, 0.04, 0.10, 0.09, 0.08, 0.10, 0.08, 0.09, 0.01, 0.15, 0.11, 0.08, 0.10, 0.13, -0.50, 0.08, -0.03, -0.58, 0.82, -0.07, 0.03, -0.16, -0.52, 0.10, -0.20, -0.22, -0.03, -0.07, -0.09, -0.08, -0.02, 0.06, 0.06, 0.11, 0.11, 0.11, 0.12, -0.05, -0.28, -0.04, -0.33, -0.11, -0.51, 1.03, -0.32, -0.09, -0.03, 0.07, 0.08, 0.08, 0.11, 0.07, 0.06, 0.04, 0.05, 0.06, 0.08, 0.12, 0.63, -0.98, 0.62, -0.77, -0.14, -0.03, 0.07, -0.06, -0.12, -0.28, -0.16, -0.06, -0.41, 0.12, 0.22, -0.52, 0.07, 0.04, -0.43, -0.12, 0.08, 0.07, 0.08, 0.09, 0.13, 0.12, 0.12, 0.06, 0.08, 0.08, 0.17]}